Entry 1
This record from the Open Molecules 2025 dataset describes a cluster of 2 separate species, C5H14N2O in total. The level of theory is ωB97M-V/def2-TZVPD.

Values from the calculation:
Kohn-Sham gap ... 3.49 eV
Multiplicity ... 1

Atoms and positions in Å:
1 N 1.425 0.618 0.449
2 C 0.479 0.172 -0.612
3 C -0.025 -1.179 -0.124
4 C 0.826 -2.457 -0.700
5 O 2.335 -1.700 1.352
6 C -0.591 1.319 -0.813
7 N -1.349 1.424 0.457
8 C -2.491 2.399 0.456
9 H 1.855 -0.145 1.034
10 H 0.948 1.238 1.011
11 H 1.156 0.084 -1.468
12 H -1.018 -1.440 -0.497
13 H 0.429 -3.481 -0.678
14 H 1.197 -2.243 -1.719
15 H 1.661 -2.324 0.008
16 H 0.025 -1.418 0.897
17 H 0.070 2.245 -1.083
18 H -1.242 1.046 -1.686
19 H 2.831 -2.084 2.040
20 H -2.936 2.208 1.457
21 H -2.250 3.498 0.516
22 H -3.335 2.220 -0.297

Entry 2
This record from the Open Molecules 2025 dataset describes a cluster of 2 separate species, C5H14N2O in total. The level of theory is ωB97M-V/def2-TZVPD.

Values from the calculation:
Kohn-Sham gap ... 9.24 eV
Multiplicity ... 1
SMILES ... C[C@H](N)C/C=C/N.O

Atoms and positions in Å:
1 C 0.037 1.224 3.110
2 C -0.263 1.108 1.596
3 N -1.506 0.398 1.282
4 C 1.017 0.524 0.877
5 C 0.818 0.152 -0.537
6 C 1.184 -1.035 -1.031
7 N 1.052 -1.393 -2.365
8 H 0.938 1.951 3.288
9 H 0.350 0.261 3.373
10 H -0.829 1.527 3.649
11 H -0.331 2.132 1.276
12 H -2.115 0.421 2.125
13 H -1.286 -0.517 1.267
14 H 1.837 1.075 0.974
15 H 1.229 -0.402 1.436
16 H 0.572 1.025 -1.143
17 H 1.433 -1.940 -0.422
18 H 1.536 -0.842 -3.018
19 H 1.065 -2.383 -2.588
20 O -1.827 -0.655 -2.757
21 H -2.191 -0.680 -1.920
22 H -1.170 -1.251 -2.744

Entry 3
This record from the Open Molecules 2025 dataset describes a cluster of 2 separate species, C5H14N2O in total. The level of theory is ωB97M-V/def2-TZVPD.

Values from the calculation:
Kohn-Sham gap ... 9.02 eV
Multiplicity ... 1
SMILES ... C[C@H](N)C/C=C/N.O

Atoms and positions in Å:
1 C -1.735 1.604 0.367
2 C -0.260 1.187 0.070
3 N 0.584 2.333 -0.273
4 C -0.288 0.186 -1.146
5 C 0.071 -1.199 -0.771
6 C -0.795 -2.212 -0.878
7 N -0.393 -3.554 -0.802
8 H -2.458 0.801 0.259
9 H -2.103 2.485 -0.157
10 H -1.920 1.659 1.452
11 H 0.093 0.659 0.955
12 H 0.425 2.534 -1.252
13 H 0.424 3.097 0.372
14 H -1.265 0.231 -1.619
15 H 0.433 0.628 -1.846
16 H 1.138 -1.351 -0.627
17 H -1.856 -2.041 -0.980
18 H 0.513 -3.676 -0.368
19 H -1.082 -4.233 -0.574
20 O 2.432 1.107 2.702
21 H 1.686 0.947 2.102
22 H 3.097 0.487 2.408

Entry 4
This record from the Open Molecules 2025 dataset describes an isolated molecule of C5H14N2O. The level of theory is ωB97M-V/def2-TZVPD.

Values from the calculation:
Kohn-Sham gap ... 8.90 eV
Multiplicity ... 1
SMILES ... CC(C)(N)C[C@H](N)O

Atoms and positions in Å:
1 C 1.284 0.060 1.548
2 C 0.945 0.171 0.076
3 C 2.072 -0.927 -0.868
4 N 1.035 1.482 -0.397
5 C -0.198 -0.638 -0.386
6 C -1.689 0.150 0.227
7 N -2.764 -0.768 0.008
8 O -1.784 1.366 -0.540
9 H 1.254 -0.977 1.871
10 H 0.566 0.629 2.139
11 H 2.280 0.461 1.727
12 H 2.878 -0.264 -1.171
13 H 2.463 -1.660 -0.166
14 H 1.757 -1.431 -1.779
15 H 0.670 2.189 0.226
16 H 0.626 1.613 -1.318
17 H -0.408 -0.547 -1.448
18 H -0.257 -1.636 0.031
19 H -1.655 0.393 1.297
20 H -3.681 -0.381 0.220
21 H -2.777 -1.100 -0.950
22 H -2.618 1.816 -0.349

Most favorable structure: entry 3. The second most favorable one is 12.7 kcal/mol above it.

Entry 1
This record from the Open Molecules 2025 dataset describes a structure of composition C5H14N2O. The level of theory is ωB97M-V/def2-TZVPD.

Values from the calculation:
Kohn-Sham gap ... 9.74 eV
Multiplicity ... 1

Atoms and positions in Å:
1 N 1.160 1.436 0.110
2 C 1.726 0.016 0.356
3 C 2.648 -0.521 -0.744
4 C 0.548 -0.991 0.803
5 N -0.728 -0.338 0.975
6 C -1.572 -0.463 -0.206
7 C -2.884 0.309 -0.070
8 O -2.930 1.502 -0.882
9 H -2.562 2.235 -0.386
10 H 0.871 0.710 -0.579
11 H 1.785 1.931 0.694
12 H 2.327 0.065 1.248
13 H 3.236 0.288 -1.144
14 H 2.106 -0.982 -1.584
15 H 3.308 -1.292 -0.358
16 H 0.505 -1.797 0.077
17 H 0.890 -1.392 1.751
18 H -0.512 0.644 1.052
19 H -1.874 -1.500 -0.340
20 H -1.146 -0.085 -1.152
21 H -3.652 -0.305 -0.549
22 H -3.250 0.528 0.926

Entry 2
This record from the Open Molecules 2025 dataset describes a cluster of 3 separate species, C5H14N2O in total. The level of theory is ωB97M-V/def2-TZVPD.

Values from the calculation:
Kohn-Sham gap (alpha / beta) ... 7.43 / 7.43 eV
Multiplicity ... 1

Atoms and positions in Å:
1 C -0.205 0.284 -1.474
2 C 1.152 0.831 -1.817
3 N -1.043 1.917 -0.519
4 O -0.456 2.423 0.501
5 H 1.647 0.456 1.354
6 H -1.888 1.401 -0.195
7 H -0.234 -0.802 -1.398
8 H -0.973 0.551 -2.193
9 H 1.082 1.889 -2.071
10 H 1.611 0.298 -2.657
11 H 1.849 0.756 -0.974
12 C 0.744 -1.795 0.544
13 C -1.457 -0.737 1.324
14 C -0.014 -0.569 0.955
15 N 0.651 0.418 1.534
16 H 0.183 1.407 1.430
17 H 0.147 -2.432 -0.107
18 H 1.669 -1.543 0.024
19 H -1.524 -1.402 2.194
20 H -2.019 -1.195 0.511
21 H -1.912 0.215 1.595
22 H 0.993 -2.373 1.438

Entry 3
This record from the Open Molecules 2025 dataset describes an isolated molecule of C5H14N2O. The level of theory is ωB97M-V/def2-TZVPD.

Values from the calculation:
Kohn-Sham gap ... 9.75 eV
Multiplicity ... 1
SMILES ... C[C@@H](CO)NCCN

Atoms and positions in Å:
1 C 1.811 0.203 0.553
2 C 0.353 -0.131 0.966
3 C 0.082 0.473 2.321
4 O 0.347 1.875 2.349
5 N -0.642 0.393 -0.001
6 C -1.367 -0.619 -0.822
7 C -1.012 -0.490 -2.275
8 N 0.404 -0.679 -2.576
9 H 2.334 -0.697 0.238
10 H 2.381 0.723 1.306
11 H 1.799 0.880 -0.303
12 H 0.252 -1.212 1.022
13 H -0.938 0.266 2.690
14 H 0.716 0.039 3.098
15 H -0.388 2.342 1.897
16 H -1.343 0.895 0.521
17 H -2.439 -0.422 -0.702
18 H -1.123 -1.609 -0.431
19 H -1.580 -1.182 -2.909
20 H -1.267 0.508 -2.610
21 H 0.911 0.038 -2.068
22 H 0.711 -1.594 -2.267

Entry 4
This record from the Open Molecules 2025 dataset describes an isolated molecule of C5H14N2O. The level of theory is ωB97M-V/def2-TZVPD.

Values from the calculation:
Kohn-Sham gap ... 9.78 eV
Multiplicity ... 1
SMILES ... CCCN(O)N(C)C

Atoms and positions in Å:
1 C 2.063 1.300 -1.619
2 C 1.385 1.740 -0.331
3 C -0.059 1.135 -0.141
4 N 0.077 -0.292 0.021
5 O -0.172 -0.942 -1.252
6 N -0.885 -0.697 1.023
7 C -2.290 -0.720 0.652
8 C -0.469 -1.927 1.667
9 H 2.998 1.841 -1.761
10 H 1.423 1.493 -2.478
11 H 2.285 0.237 -1.590
12 H 1.266 2.825 -0.325
13 H 1.992 1.460 0.530
14 H -0.476 1.578 0.764
15 H -0.666 1.381 -1.018
16 H 0.570 -1.546 -1.372
17 H -2.522 -1.538 -0.042
18 H -2.558 0.222 0.177
19 H -2.891 -0.840 1.554
20 H -0.642 -2.812 1.039
21 H -1.021 -2.045 2.599
22 H 0.592 -1.853 1.902

Most favorable structure: entry 3. The second most favorable one is 41.7 kcal/mol above it.

Entry 1
This record from the Open Molecules 2025 dataset describes a cluster of 2 separate species, C3H5N3O in total. The level of theory is ωB97M-V/def2-TZVPD.

Values from the calculation:
Kohn-Sham gap (alpha / beta) ... 8.56 / 8.56 eV
Multiplicity ... 1

Atoms and positions in Å:
1 C 0.366 -1.336 0.698
2 C 0.337 0.597 -0.740
3 N 0.777 -0.738 -0.373
4 N 1.202 1.612 -0.001
5 C -2.115 -0.315 1.198
6 O 1.208 2.678 -0.532
7 N -3.028 0.326 0.874
8 H 1.490 -1.145 -0.974
9 H 0.825 -2.313 0.856
10 H -0.779 -0.880 1.192
11 H -0.686 0.757 -0.381
12 H 0.405 0.756 -1.816

Entry 2
This record from the Open Molecules 2025 dataset describes an isolated molecule of C3H5N3O. The level of theory is ωB97M-V/def2-TZVPD.

Values from the calculation:
Kohn-Sham gap ... 9.65 eV
Multiplicity ... 1

Atoms and positions in Å:
1 N 1.064 0.128 1.852
2 C 0.323 0.079 0.700
3 N 0.687 0.546 -0.455
4 C -0.428 0.255 -1.269
5 O -0.526 0.881 -2.471
6 C -1.549 -0.336 -0.574
7 N -0.942 -0.472 0.668
8 H 2.030 0.379 1.698
9 H 0.939 -0.626 2.511
10 H 0.373 1.145 -2.713
11 H -0.539 -0.965 -1.431
12 H -1.386 -0.940 1.443

Most favorable structure: entry 2. The second most favorable one is 83.0 kcal/mol above it.